1.
{
  "formula": "C35H37BCl3IN9O2PdS2",
  "method": "the ωB97M-V functional and the def2-TZVPD basis",
  "species": ["Pd", "C", "C", "C", "C", "C", "C", "C", "N", "C", "N", "C", "C", "C", "C", "C", "C", "C", "N", "C", "C", "C", "C", "C", "C", "C", "H", "H", "H", "H", "H", "H", "H", "H", "H", "H", "H", "H", "H", "H", "H", "H", "H", "H", "H", "H", "H", "H", "C", "N", "C", "C", "N", "B", "N", "C", "C", "N", "C", "C", "S", "C", "S", "H", "H", "H", "H", "H", "H", "H", "H", "H", "H", "H", "H", "Cl", "C", "Cl", "Cl", "C", "O", "O", "I", "C", "C", "N", "N", "C", "H", "H", "H"],
  "positions_angstrom": [[0.0218, -0.2972, -0.4394], [5.3999, -3.0836, -4.2701], [4.4331, -4.2216, -4.0809], [4.6381, -5.4550, -4.6857], [3.7430, -6.5015, -4.5181], [2.6370, -6.3363, -3.7018], [2.4227, -5.1225, -3.0655], [3.2986, -4.0595, -3.2748], [3.1209, -2.8076, -2.6368], [1.9492, -2.2013, -2.2677], [0.8974, -2.5766, -3.0179], [-0.4421, -2.1581, -3.0458], [-1.0072, -1.2601, -2.1487], [-2.3774, -1.0271, -2.2580], [-3.1564, -1.6383, -3.2269], [-2.5597, -2.4807, -4.1470], [-1.2041, -2.7389, -4.0839], [-0.5585, -3.6354, -5.1120], [1.8999, -1.2433, -1.3750], [3.1231, -0.8654, -0.7448], [3.9228, -1.7965, -0.0734], [5.1935, -1.4558, 0.3594], [5.6795, -0.1806, 0.1229], [4.8667, 0.7616, -0.4857], [3.5791, 0.4491, -0.9067], [2.7042, 1.4938, -1.5493], [6.1239, -3.3177, -5.0478], [5.9561, -2.8788, -3.3497], [4.8760, -2.1682, -4.5527], [5.5138, -5.5923, -5.3086], [3.9131, -7.4461, -5.0181], [1.9426, -7.1511, -3.5451], [1.5863, -5.0089, -2.3867], [3.9539, -2.3639, -2.2890], [1.1378, -3.2328, -3.7406], [-2.8732, -0.3587, -1.5801], [-4.2221, -1.4481, -3.2648], [-3.1516, -2.9557, -4.9205], [-1.2822, -3.9037, -5.8783], [-0.1925, -4.5687, -4.6720], [0.2788, -3.1382, -5.6098], [3.5466, -2.8000, 0.0969], [5.8078, -2.1956, 0.8582], [6.6772, 0.0892, 0.4441], [5.2443, 1.7616, -0.6557], [3.0885, 2.4898, -1.3407], [1.6879, 1.4438, -1.1443], [2.6363, 1.3527, -2.6301], [-1.5725, 2.7249, -2.1889], [-2.0901, 3.3479, -0.9795], [-2.1665, 4.6948, -0.7290], [-2.6628, 4.8373, 0.5298], [-2.8891, 3.5918, 1.0464], [-3.6640, 3.3253, 2.3780], [-3.0282, 2.2138, 3.3166], [-3.6651, 1.9582, 4.5087], [-3.0349, 0.9282, 5.1210], [-2.0100, 0.5426, 4.2931], [-1.1166, -0.5803, 4.5372], [-2.0246, 1.3498, 3.2157], [-0.8442, 1.2858, 1.9242], [-2.5420, 2.6921, 0.1128], [-2.6095, 0.9982, 0.3456], [-0.9956, 3.4596, -2.7430], [-2.3853, 2.3510, -2.8092], [-0.9329, 1.8858, -1.9330], [-1.8794, 5.4312, -1.4595], [-2.8823, 5.7268, 1.0943], [-4.7602, 2.9229, 2.0865], [-3.6816, 4.3468, 3.0048], [-4.5197, 2.5372, 4.8123], [-3.2284, 0.4345, 6.0573], [-1.6893, -1.3979, 4.9696], [-0.3196, -0.2948, 5.2226], [-0.6767, -0.9106, 3.5991], [2.1100, 1.6229, 5.4334], [2.5182, 0.9222, 3.9432], [4.0086, 0.1503, 3.8157], [2.7402, 3.3071, 2.4809], [1.5534, 0.8225, 2.8792], [0.4025, 1.4184, 3.1806], [1.7210, 0.2019, 1.8306], [-2.9346, -4.7193, 3.1755], [-1.5467, -3.5601, 2.1678], [-0.1761, -3.6803, 2.1917], [0.3055, -2.6934, 1.4136], [-0.6753, -1.9386, 0.9084], [-1.8123, -2.4541, 1.3444], [0.4627, -4.3960, 2.6820], [1.2604, -2.3880, 1.2931], [-2.7626, -2.0331, 1.0566]],
  "mulliken_charge": [0.303, -1.579, 0.615, -0.711, -0.738, -0.912, -0.080, 0.405, 0.256, 0.037, -0.051, 1.321, -0.583, 0.273, -1.551, -0.660, 0.990, -1.577, 0.447, -0.300, 0.211, -1.114, -0.912, -0.766, 0.826, -0.884, 0.421, 0.330, 0.323, 0.392, 0.407, 0.433, 0.591, 0.250, -0.194, 0.412, 0.470, 0.365, 0.407, 0.317, 0.396, 0.477, 0.541, 0.440, 0.473, 0.480, -0.324, 0.365, -0.618, 0.148, -0.510, -0.604, 0.028, 0.531, 0.340, -0.709, -0.606, 0.323, -0.640, -0.054, -0.049, -0.255, -0.266, 0.340, 0.261, 0.059, 0.482, 0.497, -0.106, -0.182, 0.520, 0.530, 0.424, 0.200, -0.038, -0.073, 0.890, -0.110, 0.029, -0.625, -0.229, -0.063, 0.153, -1.001, -0.173, 0.244, 0.677, -0.869, 0.510, 0.009, 0.552],
  "total_charge": 1,
  "orbital_gap_ev": [8.123, 4.116],
  "spin_multiplicity": 5,
  "de_lowest_kcal_mol": 13.2,
  "s_squared": 6.01
}

2.
{
  "formula": "C35H37BrCl2N3O4PbS",
  "method": "the ωB97M-V functional and the def2-TZVPD basis",
  "species": ["Pb", "O", "N", "C", "C", "C", "C", "C", "S", "H", "H", "H", "H", "C", "C", "C", "C", "C", "C", "C", "Br", "C", "O", "C", "C", "C", "C", "C", "C", "H", "H", "H", "H", "H", "H", "H", "H", "H", "H", "H", "H", "H", "H", "H", "H", "H", "H", "H", "H", "O", "C", "N", "C", "C", "O", "N", "C", "C", "C", "C", "C", "C", "C", "C", "C", "C", "C", "C", "H", "H", "H", "H", "H", "H", "H", "H", "H", "H", "H", "Cl", "C", "Cl", "H", "H"],
  "positions_angstrom": [[-0.5189, -0.3200, -0.1348], [-1.7478, -2.1019, -0.6659], [-2.0793, -2.9827, 0.2818], [-3.0756, -3.8317, -0.0444], [-3.5093, -4.7813, 0.8359], [-2.8995, -4.8607, 2.0869], [-1.8918, -3.9838, 2.4009], [-1.4775, -3.0058, 1.4904], [-0.2401, -1.8763, 1.9368], [-3.4825, -3.6735, -1.0304], [-4.3150, -5.4388, 0.5476], [-3.2173, -5.6005, 2.8076], [-1.4032, -4.0101, 3.3637], [4.8618, -0.7285, -6.0206], [5.5189, -0.4674, -4.6668], [6.0966, 0.9604, -4.6655], [6.6605, -1.4854, -4.4625], [4.5590, -0.6183, -3.5073], [3.2354, -1.0465, -3.6990], [2.4220, -1.2148, -2.6179], [0.6670, -1.7551, -2.8132], [2.8688, -0.8943, -1.2442], [2.0707, -0.9561, -0.3038], [4.2675, -0.4370, -1.0724], [5.0300, -0.3374, -2.1926], [4.7785, -0.0932, 0.3136], [4.6417, -1.3067, 1.2514], [3.9818, 1.1056, 0.8644], [6.2537, 0.3037, 0.2661], [5.6033, -0.5856, -6.8058], [4.0404, -0.0371, -6.2157], [4.4914, -1.7510, -6.1068], [6.7705, 1.0646, -5.5161], [6.6671, 1.1808, -3.7650], [5.3065, 1.7055, -4.7655], [7.3496, -1.4101, -5.3042], [6.2783, -2.5061, -4.4256], [7.2222, -1.2930, -3.5491], [2.8629, -1.2471, -4.6913], [6.0555, -0.0139, -2.0971], [3.6090, -1.6095, 1.3933], [5.0550, -1.0405, 2.2250], [5.2089, -2.1582, 0.8706], [2.9217, 0.8872, 0.9612], [4.1000, 1.9792, 0.2215], [4.3686, 1.3574, 1.8528], [6.8834, -0.5005, -0.1192], [6.5874, 0.5230, 1.2801], [6.4192, 1.2015, -0.3320], [-1.4525, 2.6102, 0.2577], [-2.3530, 1.9542, 0.7686], [-3.4374, 2.4091, 1.4292], [-4.2506, 1.3283, 1.9734], [-3.4524, 0.0989, 1.4578], [-3.7434, -1.0521, 1.6636], [-2.3783, 0.5702, 0.7515], [-5.6468, 1.2719, 1.3710], [-5.9999, 2.0535, 0.2797], [-7.2700, 1.9509, -0.2746], [-8.1884, 1.0578, 0.2519], [-7.8331, 0.2640, 1.3362], [-6.5707, 0.3693, 1.8929], [-4.2526, 1.3885, 3.4954], [-5.1955, 2.1749, 4.1492], [-5.1574, 2.3203, 5.5276], [-4.1764, 1.6757, 6.2670], [-3.2341, 0.8892, 5.6211], [-3.2701, 0.7466, 4.2422], [-3.5600, 3.3823, 1.6511], [-5.2870, 2.7500, -0.1413], [-7.5385, 2.5738, -1.1172], [-9.1775, 0.9784, -0.1784], [-8.5457, -0.4351, 1.7531], [-6.2966, -0.2473, 2.7389], [-5.9730, 2.6668, 3.5778], [-5.8977, 2.9332, 6.0239], [-4.1494, 1.7822, 7.3430], [-2.4693, 0.3803, 6.1927], [-2.5310, 0.1214, 3.7549], [1.2991, 2.1689, -1.7663], [0.5725, 3.7979, -1.6001], [1.2896, 4.9331, -2.7339], [0.7569, 4.1276, -0.5859], [-0.4868, 3.6963, -1.7909]],
  "mulliken_charge": [1.052, -0.752, 0.663, -0.246, -0.801, -0.195, -0.866, 0.835, -0.375, 0.444, 0.429, 0.419, 0.433, -2.145, 1.949, -1.569, -1.555, -0.179, -0.351, -0.386, -0.147, 0.702, -0.494, 0.104, -0.326, 1.836, -1.641, -1.452, -2.146, 0.428, 0.445, 0.422, 0.464, 0.340, 0.370, 0.458, 0.363, 0.347, 0.607, 0.443, 0.254, 0.481, 0.356, 0.196, 0.316, 0.500, 0.424, 0.428, 0.394, -0.698, 0.086, 0.084, 3.692, -0.888, -0.525, -0.169, -0.748, -0.374, -0.916, -0.409, -0.927, -0.120, -0.214, -0.236, -0.892, -0.475, -0.851, -0.296, 0.274, 0.438, 0.431, 0.420, 0.408, 0.491, 0.459, 0.411, 0.405, 0.434, 0.378, -0.004, -0.351, -0.149, 0.280, 0.274],
  "total_charge": 1,
  "orbital_gap_ev": [5.919, 4.241],
  "de_lowest_kcal_mol": 11.5
}

3.
{
  "formula": "C35H37ClO4P2Sn",
  "method": "the ωB97M-V functional and the def2-TZVPD basis",
  "species": ["Sn", "C", "C", "C", "C", "C", "C", "C", "C", "C", "H", "H", "H", "H", "H", "H", "H", "H", "H", "H", "H", "H", "H", "H", "H", "P", "P", "C", "C", "C", "C", "C", "C", "C", "C", "C", "C", "C", "C", "C", "C", "C", "C", "C", "C", "C", "C", "C", "C", "C", "C", "C", "C", "H", "H", "H", "H", "H", "H", "H", "H", "H", "H", "H", "H", "H", "H", "H", "H", "H", "H", "H", "H", "H", "H", "O", "Cl", "O", "O", "O"],
  "positions_angstrom": [[-0.5978, -0.3790, 1.6029], [-0.8703, -3.2287, -1.2395], [-0.0038, -2.4440, -1.8874], [-0.3100, -1.8286, -3.2180], [-1.7507, -1.3108, -3.4191], [-2.5290, -0.8188, -2.2255], [-3.2437, -1.6097, -1.4102], [-3.3975, -3.0821, -1.6283], [-2.0719, -3.7842, -1.9294], [0.0138, 1.4785, 2.7082], [-0.6493, -3.6694, -0.2768], [1.0653, -2.4327, -1.6511], [-0.1199, -2.5769, -4.0019], [0.3849, -1.0164, -3.4296], [-1.7102, -0.4842, -4.1503], [-2.3092, -2.1067, -3.9330], [-2.6636, 0.2656, -2.2059], [-3.9617, -1.2131, -0.7002], [-4.0985, -3.2615, -2.4667], [-3.8633, -3.5152, -0.7362], [-2.1753, -4.8524, -1.7008], [-1.9352, -3.7413, -3.0131], [0.4961, 0.9704, 3.5764], [-0.7268, 2.1546, 3.1128], [0.7721, 2.0671, 2.1962], [2.0122, -0.3586, -0.0688], [-1.3035, 1.8492, 0.3238], [0.7744, 0.3431, -1.1792], [-0.4164, 1.0391, -1.0611], [3.6776, -0.0277, -0.7297], [3.9549, -0.3638, -2.0687], [5.2387, -0.2065, -2.5935], [6.2614, 0.3154, -1.8026], [5.9892, 0.6744, -0.4740], [4.7033, 0.5258, 0.0623], [1.9545, -2.1413, 0.4580], [0.8521, -2.6852, 1.1454], [0.8989, -3.9095, 1.7972], [2.0268, -4.7170, 1.6540], [3.1230, -4.2326, 0.9251], [3.1143, -2.9426, 0.3719], [-1.2702, 3.6453, 0.2381], [-0.0611, 4.3125, -0.0668], [-0.0768, 5.6823, -0.3255], [-1.2790, 6.3986, -0.2778], [-2.4573, 5.7632, 0.1207], [-2.4644, 4.3949, 0.3769], [-2.9143, 1.4626, 1.1232], [-3.1051, 1.4742, 2.5437], [-4.1424, 0.7554, 3.1323], [-5.0412, 0.0348, 2.3419], [-4.8830, 0.0468, 0.9564], [-3.9010, 0.8377, 0.3454], [1.1303, 0.2464, -2.2210], [-0.9270, 1.2683, -2.0121], [3.1529, -0.7588, -2.6961], [5.4318, -0.4969, -3.6215], [7.2630, 0.4549, -2.2101], [6.7802, 1.0751, 0.1630], [4.4971, 0.8369, 1.0949], [-0.2080, -2.2976, 1.0563], [0.0312, -4.2277, 2.3847], [2.0267, -5.7179, 2.0816], [4.0049, -4.8576, 0.7850], [4.0032, -2.5448, -0.1222], [0.8643, 3.7318, -0.1303], [0.8548, 6.1852, -0.5770], [-1.2916, 7.4500, -0.5397], [-3.3837, 6.3265, 0.2227], [-3.3967, 3.8898, 0.6462], [-2.3833, 1.9862, 3.1817], [-4.2282, 0.7164, 4.2191], [-5.8447, -0.5523, 2.7898], [-5.4970, -0.6331, 0.3529], [-3.8059, 0.8973, -0.7354], [2.3184, 2.0773, 5.5366], [3.6160, 2.5898, 5.0039], [3.5277, 2.8923, 3.5435], [4.7174, 1.6179, 5.2667], [1.7364, 0.2935, 1.2946]],
  "mulliken_charge": [0.548, -0.688, 0.061, -1.136, -1.904, 0.353, 0.624, -1.043, -1.122, -1.370, 0.653, 1.212, 0.572, 0.047, 0.527, 0.485, 1.148, -1.009, 0.407, 0.351, 0.538, 0.241, 0.476, 0.487, 0.363, 1.301, 1.040, -0.177, -1.175, -0.105, -0.147, -0.681, -0.456, -0.632, -0.627, 0.735, -0.572, -0.788, -0.609, -0.798, -0.413, 0.381, -0.557, -0.656, -0.486, -0.637, -0.427, -0.124, -0.182, -0.741, -0.688, -0.478, -0.624, 0.942, 0.959, 0.247, 0.414, 0.381, 0.437, 0.576, 0.022, 0.463, 0.395, 0.417, 0.421, 0.350, 0.393, 0.379, 0.388, 0.319, 0.340, 0.432, 0.410, 0.438, 0.981, -0.614, 0.858, -0.598, -0.613, -0.635],
  "orbital_gap_ev": 4.442,
  "de_lowest_kcal_mol": 108.5
}

Calculated total energy readings, ordered: -125888.3494; -160720.2042; -82002.1523 eV